16
Properties=species:S:1:pos:R:3 method="wB97M-V/def2-TZVPD" fmax_ev_per_a=1.04 relative_energy_kcal_mol=10.39 smiles=CC.CC homo_energy_ev=-11.62
H -0.976 0.579 0.676
H 1.904 0.600 -2.150
H -1.043 0.189 -1.814
H 0.068 0.075 3.422
H -0.033 1.049 -3.022
H -0.909 -1.225 3.063
H -0.314 -0.649 -3.173
H -1.669 0.384 3.039
C -0.306 0.027 1.345
C 1.163 -0.011 -1.631
H -0.178 -0.907 0.782
C -0.153 0.140 -2.424
H 0.614 0.609 1.318
C -0.779 -0.179 2.780
H 1.578 -1.020 -1.608
H 1.032 0.339 -0.604

64
Properties=species:S:1:pos:R:3 method="wB97M-V/def2-TZVPD" fmax_ev_per_a=9.65 relative_energy_kcal_mol=40.46 total_charge=-1 multiplicity=2 homo_energy_ev="-0.04 / -6.62"
H 12.589 5.761 25.344
H 5.062 1.259 16.029
H 7.322 9.569 23.044
H 8.623 4.261 18.789
H 10.763 -0.541 18.197
H 7.808 5.137 23.545
O 9.080 9.851 21.308
H 9.655 7.232 24.284
O 8.377 5.210 16.952
C 8.050 -0.247 22.378
H 8.125 5.415 25.189
H 6.282 8.722 21.918
H 7.652 5.874 18.972
H 6.140 2.225 23.719
H 8.921 3.214 20.055
C 11.048 5.723 24.226
O 6.671 3.533 25.900
N 7.333 9.623 20.058
O 8.271 4.958 21.816
C 8.264 5.056 20.593
O 11.438 4.663 23.830
C 8.928 0.140 18.441
N 7.523 0.593 21.501
O 9.200 0.930 19.347
H 8.165 6.133 14.736
C 6.911 3.797 24.757
N 4.624 2.148 15.834
H 7.159 3.294 22.738
H 6.958 0.299 18.418
N 8.861 7.365 17.518
C 5.370 3.107 16.203
H 9.605 -1.437 22.259
N 7.159 9.178 22.127
H 6.964 3.344 17.216
N 9.054 -0.756 21.756
H 8.857 8.282 17.096
O 5.084 4.265 16.301
H 7.558 -0.914 17.418
O 7.724 -0.381 23.513
N 7.778 -0.125 18.009
N 8.610 4.138 19.791
N 8.400 6.865 15.390
C 7.913 9.488 21.129
H 9.427 -0.195 21.003
H 6.610 0.822 21.867
N 6.390 2.609 16.828
N 10.089 6.475 23.775
H 3.654 2.339 15.628
H 9.576 6.064 23.009
H 11.589 7.292 25.407
H 8.693 7.796 15.128
H 7.591 6.953 20.299
N 6.743 3.029 23.620
N 7.618 4.875 24.501
H 7.865 0.627 20.552
H 8.983 7.303 18.518
H 6.324 9.653 20.011
N 9.827 -0.594 17.822
H 6.807 1.740 16.525
N 7.898 6.063 19.933
N 11.796 6.345 25.122
H 9.745 -0.982 16.893
C 8.558 6.402 16.648
H 7.921 10.089 19.382

26
Properties=species:S:1:pos:R:3 method="wB97M-V/def2-TZVPD" fmax_ev_per_a=4.06 relative_energy_kcal_mol=112.60 total_charge=+1 homo_energy_ev="-12.45 / -12.45"
H -3.278 -2.438 -0.764
H 3.735 -0.873 1.290
H -1.072 1.991 1.905
H -2.321 2.094 -0.956
C 3.263 0.157 -1.447
C -2.671 -0.405 -0.883
N 0.548 -0.872 0.542
C 2.664 -1.349 1.020
H 1.520 1.124 -0.734
H -0.551 2.269 -0.603
H 2.067 -1.543 1.923
N 1.753 -0.526 0.252
N -1.569 0.261 -0.440
C 2.230 0.361 -0.629
H -0.646 -2.764 0.373
H 2.959 -2.392 0.483
H 3.922 -0.736 -1.275
C -1.341 -1.969 0.162
H -3.654 0.107 -0.973
H 3.708 0.913 -2.105
C -0.704 -0.695 0.149
H -1.868 3.333 1.064
C -1.838 2.170 1.131
H -2.894 1.800 1.335
C -1.461 1.725 -0.293
C -2.503 -1.744 -0.527

15
Properties=species:S:1:pos:R:3 method="wB97M-V/def2-TZVPD" fmax_ev_per_a=5.50 relative_energy_kcal_mol=91.80 total_charge=-1 homo_energy_ev=-2.73
H 2.268 0.568 -0.192
O 0.734 -0.998 -1.833
O -0.014 1.091 -2.662
H -2.659 -0.838 -0.234
N -2.690 -0.113 1.822
H 0.418 0.051 2.189
H -0.704 0.517 -3.049
N -2.651 -1.199 0.710
C 0.801 0.242 -1.812
C -0.173 -0.437 1.338
C 1.521 0.903 -0.833
H 0.539 -1.286 1.069
C -1.586 -0.661 1.517
H 1.502 2.029 -1.073
H -0.058 0.266 0.573